Entry 1:
Here is an isolated molecule of C9H23N4P from OMol25. Energies are from ωB97M-V with the def2-TZVPD basis set.

Bonds (Å) are listed after each position.
Atoms and positions in Å:
1 C 3.405 2.792 0.205  C2 1.565, H15 1.134, H16 1.061, H17 1.174
2 C 3.132 1.484 -0.609  C1 1.565, C3 1.543, N4 1.433, H18 1.086
3 C 4.029 0.328 -0.120  C2 1.543, H19 1.059, H20 1.050, H21 1.069
4 N 1.820 1.106 -0.174  C2 1.433, N5 1.244
5 N 0.898 1.368 -0.968  N4 1.244, P6 1.735
6 P -0.621 1.012 -0.211  N5 1.735, N7 2.116, N11 1.641
7 N -1.158 -0.717 -1.306  P6 2.116, C8 1.443, H22 1.023
8 C -2.199 -0.717 -2.305  N7 1.443, C9 1.469, C10 1.546, H23 1.059
9 C -2.760 -2.026 -2.664  C8 1.469, H24 1.060, H25 1.064, H26 1.041
10 C -1.904 0.158 -3.545  C8 1.546, H27 1.107, H28 1.149, H29 1.116
11 N -0.145 0.128 1.087  P6 1.641, C12 1.490, H30 1.081
12 C -1.053 0.042 2.265  N11 1.490, C13 1.521, C14 1.494, H31 0.997
13 C -0.216 0.358 3.495  C12 1.521, H32 0.975, H33 1.107, H34 1.160
14 C -1.813 -1.244 2.209  C12 1.494, H35 1.084, H36 1.122, H37 1.132
15 H 3.226 2.605 1.309  C1 1.134
16 H 4.420 3.099 0.251  C1 1.061
17 H 2.670 3.606 -0.212  C1 1.174
18 H 3.284 1.786 -1.641  C2 1.086
19 H 3.702 0.063 0.851  C3 1.059
20 H 5.020 0.663 -0.032  C3 1.050
21 H 3.853 -0.553 -0.698  C3 1.069
22 H -0.284 -0.993 -1.758  N7 1.023
23 H -3.009 -0.383 -1.710  C8 1.059
24 H -1.930 -2.603 -2.985  C9 1.060
25 H -3.019 -2.544 -1.771  C9 1.064
26 H -3.619 -1.995 -3.252  C9 1.041
27 H -1.029 -0.330 -4.016  C10 1.107
28 H -1.874 1.242 -3.164  C10 1.149
29 H -2.736 0.086 -4.285  C10 1.116
30 H 0.911 -0.103 1.126  N11 1.081
31 H -1.677 0.811 2.144  C12 0.997
32 H 0.279 -0.384 3.886  C13 0.975
33 H 0.421 1.219 3.215  C13 1.107
34 H -1.013 0.702 4.265  C13 1.160
35 H -2.843 -0.912 2.179  C14 1.084
36 H -1.676 -1.913 3.100  C14 1.122
37 H -1.659 -1.698 1.184  C14 1.132

Properties
HOMO (alpha / beta): -8.2127 / -8.2131 eV
HOMO-LUMO gap (alpha / beta): 8.437 / 8.437 eV
SMILES string: CC(C)/N=N/P(NC(C)C)NC(C)C

=====

Entry 2:
Here is a cluster of 4 separate species, C9H23NO5S in total from OMol25. Energies are from ωB97M-V with the def2-TZVPD basis set.

Bonds (Å) are listed after each position.
Atoms and positions in Å:
1 C 25.321 -25.879 -27.344  C2 1.447, H8 1.090, H9 1.090, H10 1.090
2 C 26.469 -26.602 -27.848  C1 1.447, O3 1.449, H11 1.090, H12 1.090
3 O 27.011 -27.293 -26.696  C2 1.449, S4 1.684
4 S 28.429 -26.830 -25.915  O3 1.684, C5 1.888, O6 1.429, O7 1.422
5 C 29.681 -27.241 -27.266  S4 1.888, H13 1.090, H14 1.090, H15 1.090
6 O 28.389 -25.402 -25.887  S4 1.429
7 O 28.718 -27.567 -24.734  S4 1.422
8 H 24.669 -25.436 -28.096  C1 1.090
9 H 25.628 -25.051 -26.704  C1 1.090
10 H 24.564 -26.488 -26.851  C1 1.090
11 H 26.211 -27.308 -28.637  C2 1.090
12 H 27.195 -25.942 -28.322  C2 1.090
13 H 29.404 -26.895 -28.262  C5 1.090
14 H 29.770 -28.323 -27.165  C5 1.090
15 H 30.606 -26.801 -26.895  C5 1.090
16 C 30.005 -20.872 -25.451  C17 1.508, H19 1.090, H20 1.090, H21 1.090
17 C 30.688 -22.096 -24.894  C16 1.508, N18 1.175
18 N 31.248 -23.060 -24.524  C17 1.175
19 H 29.916 -20.947 -26.535  C16 1.090
20 H 30.569 -19.971 -25.210  C16 1.090
21 H 29.036 -20.865 -24.951  C16 1.090
22 C 23.803 -21.816 -27.241  C23 1.496, H25 1.090, H26 1.090, H27 1.090
23 C 23.970 -20.449 -26.659  C22 1.496, O24 1.416, H28 1.090, H29 1.090
24 O 24.324 -20.739 -25.319  C23 1.416, H30 0.960
25 H 23.013 -21.935 -27.983  C22 1.090
26 H 23.402 -22.581 -26.576  C22 1.090
27 H 24.668 -22.207 -27.776  C22 1.090
28 H 23.165 -19.718 -26.736  C23 1.090
29 H 24.848 -19.948 -27.068  C23 1.090
30 H 25.252 -20.526 -25.197  O24 0.960
31 C 26.141 -24.831 -23.556  C32 1.497, H34 1.090, H35 1.090, H36 1.090
32 C 26.501 -23.386 -23.714  C31 1.497, O33 1.344, H37 1.090, H38 1.090
33 O 27.252 -23.178 -24.809  C32 1.344, H39 0.960
34 H 25.704 -25.020 -22.575  C31 1.090
35 H 27.092 -25.356 -23.457  C31 1.090
36 H 25.460 -25.191 -24.327  C31 1.090
37 H 27.035 -22.975 -22.857  C32 1.090
38 H 25.606 -22.784 -23.868  C32 1.090
39 H 27.870 -23.892 -24.983  O33 0.960

Properties
HOMO: -9.5607 eV
HOMO-LUMO gap: 10.050 eV
SMILES string: CCOS(C)(=O)=O.CC#N.CCO.CCO

=====

Entry 3:
Here is a cluster of 2 separate species, C9H23NSi in total from OMol25. Energies are from ωB97M-V with the def2-TZVPD basis set.

Bonds (Å) are listed after each position.
Atoms and positions in Å:
1 C 1.647 -0.849 2.619  C7 1.521, H12 1.161, H13 1.131, H14 1.116
2 C -1.762 2.382 1.752  C8 1.498, H15 1.033, H16 1.062, H17 1.032
3 C -0.512 3.259 -0.237  C8 1.491, H18 1.005, H19 1.080, H20 1.154
4 C -0.239 -0.080 -2.837  C9 1.567, H21 1.039, H22 1.008, H23 1.100
5 C 1.362 -1.976 -1.995  C9 1.531, H24 1.048, H25 1.017, H26 1.155
6 C -1.989 -2.038 -0.096  N10 1.449, H27 1.015, H28 1.053, H29 1.151
7 C 1.866 -0.964 1.118  C1 1.521, Si11 1.882, H30 1.053, H31 1.094
8 C -0.432 2.603 1.099  C2 1.498, C3 1.491, H32 0.997
9 C 0.845 -0.547 -1.805  C4 1.567, C5 1.531, Si11 1.921, H33 1.160
10 N -0.716 -1.727 0.523  C6 1.449, Si11 1.708, H34 0.990
11 Si 0.381 -0.503 0.059  C7 1.882, C9 1.921, N10 1.708
12 H 1.511 -1.854 3.184  C1 1.161
13 H 2.630 -0.579 3.108  C1 1.131
14 H 0.922 -0.071 2.960  C1 1.116
15 H -2.391 3.128 1.411  C2 1.033
16 H -2.151 1.444 1.440  C2 1.062
17 H -1.576 2.447 2.765  C2 1.032
18 H 0.312 3.658 -0.653  C3 1.005
19 H -1.087 4.172 -0.197  C3 1.080
20 H -1.083 2.724 -1.085  C3 1.154
21 H -0.665 0.782 -2.443  C4 1.039
22 H 0.097 0.039 -3.779  C4 1.008
23 H -1.126 -0.725 -2.749  C4 1.100
24 H 0.859 -2.794 -1.577  C5 1.048
25 H 2.340 -2.110 -1.749  C5 1.017
26 H 1.359 -2.164 -3.135  C5 1.155
27 H -2.152 -1.698 -1.038  C6 1.015
28 H -2.376 -3.014 -0.022  C6 1.053
29 H -2.635 -1.356 0.569  C6 1.151
30 H 2.369 -1.878 0.969  C7 1.053
31 H 2.720 -0.312 0.911  C7 1.094
32 H 0.331 2.903 1.666  C8 0.997
33 H 1.718 0.216 -1.767  C9 1.160
34 H -0.378 -2.519 1.012  N10 0.990

Properties
2S+1: 3
HOMO (alpha / beta): -5.9167 / -8.7719 eV
HOMO-LUMO gap (alpha / beta): 6.946 / 8.389 eV

=====

Across the entries above, energy above the lowest of the compared OMol25 structures with the same formula, charge and spin takes the values 0.0, 160.2, 301.4 kJ/mol, respectively.